1.
Molecular formula: C6H9N3
Method: DFT, ωB97M-V/def2-TZVPD

Structure (XYZ):
```
18
Properties=species:S:1:pos:R:3
N 2.413 1.836 -0.925
N 1.294 -1.992 0.335
N 1.615 -1.035 1.074
C 1.784 1.111 -0.287
C -0.920 -1.783 -0.836
C -0.144 0.763 1.199
C 0.910 0.008 0.314
C -0.935 1.712 0.353
C 0.559 -1.225 -0.679
H -0.870 0.121 1.652
H -1.859 1.831 0.695
H -1.129 1.491 -0.645
H -0.482 2.653 0.272
H 0.904 -1.087 -1.738
H -1.336 -1.255 -1.664
H -0.775 -2.801 -1.050
H 0.557 1.153 2.002
H -1.586 -1.501 -0.070
```

As for the expectation value of S²: 2.008. Its HOMO-LUMO gap (alpha / beta) is 0.293 / 0.302 Ha. The highest occupied orbital energy (alpha / beta) comes out at -0.2639 / -0.3942 Eh. Its relative energy (zero: lowest compared OMol25 entry of this formula, charge and spin) is 110.4 kJ/mol. Its spin multiplicity is 3. As for the net charge: 0.

2.
Molecular formula: C6H9N3O2
Method: DFT, ωB97M-V/def2-TZVPD

Structure (XYZ):
```
20
Properties=species:S:1:pos:R:3
O 2.628 -0.192 -1.094
O 2.728 0.180 0.992
N 0.448 1.711 -0.097
N 0.009 -0.314 1.216
N 2.166 0.033 -0.035
C -0.914 2.177 -0.183
C -0.590 -1.584 -1.199
C 0.518 0.311 0.008
C -0.534 -1.567 1.193
C -0.991 -2.137 0.066
C 0.037 -0.381 -1.213
H -1.459 -3.014 0.218
H 0.442 0.146 -2.010
H 0.133 0.011 2.135
H -1.661 1.813 0.653
H -0.827 -2.083 -2.073
H -1.403 1.815 -1.237
H -0.718 -2.108 2.059
H -1.059 3.159 -0.048
H 1.046 2.022 0.648
```

Its HOMO-LUMO gap is 0.324 Ha. The highest occupied orbital energy comes out at -0.2972 Eh. Its relative energy (zero: lowest compared OMol25 entry of this formula, charge and spin) is 558.7 kJ/mol. The SMILES is CN[C@]1([N+](=O)[O-])C=CC=CN1. As for the net charge: 0.